Here is a cluster of 3 separate species, C4H9N in total in a non-equilibrium geometry from OMol25. Energies are from ωB97M-V/def2-TZVPD.

Geometry as XYZ:
```
14
Properties=species:S:1:pos:R:3:mulliken_charge:R:1
C 1.63 -0.48 -0.33 -0.54
C 0.75 -1.44 0.01 -0.62
C -2.08 -0.22 0.54 -0.41
C 0.47 1.48 -0.30 -0.42
N 1.16 2.40 -0.52 -0.10
H 1.50 3.27 -0.88 0.27
H 2.34 -0.11 0.39 0.30
H 1.89 -0.32 -1.37 0.30
H -1.18 0.38 0.24 -0.13
H 0.18 -1.97 -0.74 0.26
H 0.63 -1.75 1.03 0.26
H -2.39 -0.95 -0.21 0.25
H -1.98 -0.75 1.48 0.25
H -2.91 0.47 0.66 0.33
```

Computed properties:
Orbital gap in hartree: 0.360
Energy above the lowest of the compared OMol25 structures with the same formula, charge and spin in kJ/mol: 301.7
Max |F| in hartree/bohr: 0.048
Total charge: 0
Lowest unoccupied orbital energy in eV: 1.0
E_tot in Eh: -212.43625

---

Here is a cluster of 2 separate species, C4H9N in total from OMol25. Energies are from ωB97M-V/def2-TZVPD.

Geometry as XYZ:
```
14
Properties=species:S:1:pos:R:3:mulliken_charge:R:1
C -1.65 0.46 -0.53 -1.13
C -0.64 0.68 0.57 0.11
C -0.01 -0.46 1.28 -0.57
N 0.73 0.20 0.38 0.11
C 1.79 0.47 -0.29 -0.44
H -2.66 0.46 -0.10 0.30
H -1.60 1.25 -1.28 0.31
H -1.49 -0.51 -1.00 0.29
H -0.65 1.69 1.01 0.32
H 0.59 -2.28 -0.39 -0.17
H 0.27 -0.64 2.31 0.22
H 2.72 -0.04 -0.05 0.29
H 1.06 -2.34 -0.97 0.11
H 1.73 1.19 -1.10 0.23
```

Computed properties:
Orbital gap in hartree: 0.312
Energy above the lowest of the compared OMol25 structures with the same formula, charge and spin in kJ/mol: 419.3
Max |F| in hartree/bohr: 0.007
Total charge: 0
Lowest unoccupied orbital energy in eV: 1.1
E_tot in Eh: -212.39146

---

Here is an isolated molecule of C4H9N in a non-equilibrium geometry from OMol25. Energies are from ωB97M-V/def2-TZVPD.

Geometry as XYZ:
```
14
Properties=species:S:1:pos:R:3:mulliken_charge:R:1
C -0.90 -2.35 -0.17 -0.57
C -0.98 -1.02 0.01 -0.12
C -0.35 0.21 -0.76 -0.42
C 0.56 0.87 0.34 -0.57
N 1.20 2.14 0.05 -0.54
H -0.17 -3.07 -0.77 0.23
H -1.53 -2.93 0.66 0.18
H -1.54 -0.64 0.89 0.21
H 0.26 -0.14 -1.65 0.32
H -1.08 1.04 -0.83 0.22
H 1.42 0.22 0.59 0.29
H -0.12 1.07 1.22 0.36
H 1.25 2.60 0.91 0.20
H 1.98 1.99 -0.51 0.21
```

Computed properties:
Orbital gap in hartree: 0.370
Energy above the lowest of the compared OMol25 structures with the same formula, charge and spin in kJ/mol: 189.2
Max |F| in hartree/bohr: 0.063
Total charge: 0
Lowest unoccupied orbital energy in eV: 1.1
E_tot in Eh: -212.47911

---

Here is a cluster of 2 separate species, C4H9N2 in total from OMol25. Energies are from ωB97M-V/def2-TZVPD.

Geometry as XYZ:
```
15
Properties=species:S:1:pos:R:3:mulliken_charge:R:1
C -3.39 0.78 0.32 -0.24
N -2.20 0.40 0.51 -0.38
H -3.72 1.06 -0.69 0.23
H -4.13 0.88 1.11 0.24
H -2.05 0.16 1.49 0.21
C 2.13 0.07 -0.07 0.22
C 3.13 -0.54 0.53 -0.75
C -0.05 -0.15 -1.06 -0.15
N 1.02 -0.66 -0.59 -0.04
H 2.06 1.15 -0.17 0.28
H 3.20 -1.62 0.60 0.25
H 3.93 0.04 0.96 0.26
H -0.83 -0.83 -1.37 0.31
H -0.22 0.91 -0.99 0.26
H 1.13 -1.67 -0.58 0.30
```

Computed properties:
Orbital gap in hartree: 0.345
Energy above the lowest of the compared OMol25 structures with the same formula, charge and spin in kJ/mol: 251.6
Max |F| in hartree/bohr: 0.017
Total charge: +1
Lowest unoccupied orbital energy in eV: -4.7
E_tot in Eh: -267.00344

---

Here is the ion C4H9N2 with charge +1 in a non-equilibrium geometry from OMol25. Energies are from ωB97M-V/def2-TZVPD.

Geometry as XYZ:
```
15
Properties=species:S:1:pos:R:3:mulliken_charge:R:1
C 1.66 -0.21 -0.12 -0.07
C -0.71 -1.67 -0.52 -0.74
C -0.72 -0.40 0.13 0.53
C -1.44 0.94 -0.25 -1.08
N 0.60 0.09 0.60 -0.20
N 2.85 0.15 0.09 -0.27
H -1.59 -2.03 -0.90 0.36
H 0.15 -2.18 -0.46 0.38
H -1.40 -0.46 1.13 0.20
H -1.93 1.29 0.64 0.39
H -2.12 0.90 -1.04 0.33
H -0.58 1.69 -0.52 0.29
H 0.50 0.66 1.43 0.31
H 3.73 0.02 -0.59 0.33
H 3.09 0.68 0.97 0.25
```

Computed properties:
Orbital gap (spin up / spin down) in hartree: 0.209 / 0.350
Energy above the lowest of the compared OMol25 structures with the same formula, charge and spin in kJ/mol: 570.4
Max |F| in hartree/bohr: 0.103
Total charge: +1
Lowest unoccupied orbital energy (spin up / spin down) in eV: -6.9 / -5.2
E_tot in Eh: -266.88201

---

Here is a cluster of 2 separate species, C4H9N2 in total in a non-equilibrium geometry from OMol25. Energies are from ωB97M-V/def2-TZVPD.

Geometry as XYZ:
```
15
Properties=species:S:1:pos:R:3:mulliken_charge:R:1
C 2.62 0.60 0.00 -0.22
C 1.42 0.34 -0.18 -0.41
C 0.38 -0.68 -2.22 -1.11
C 0.31 -0.31 -0.77 0.98
N -1.00 2.10 0.38 -0.72
N -0.76 -0.53 -0.11 -0.28
H 3.34 1.04 0.53 0.44
H 0.24 0.22 -2.91 0.29
H -0.39 -1.49 -2.36 0.32
H 1.29 -1.12 -2.64 0.36
H -1.38 1.95 -0.60 0.26
H -0.26 2.77 0.29 0.22
H -0.86 -0.03 0.86 0.38
H -1.57 -1.01 -0.49 0.23
H -1.79 2.34 1.02 0.26
```

Computed properties:
Orbital gap in hartree: 0.334
Energy above the lowest of the compared OMol25 structures with the same formula, charge and spin in kJ/mol: 328.6
Max |F| in hartree/bohr: 0.134
Total charge: +1
Lowest unoccupied orbital energy in eV: -5.2
E_tot in Eh: -266.97411

---

Here is the ion C4H9N2 with charge +1 in a non-equilibrium geometry from OMol25. Energies are from ωB97M-V/def2-TZVPD.

Geometry as XYZ:
```
15
Properties=species:S:1:pos:R:3:mulliken_charge:R:1
C -2.13 0.64 -0.02 -0.38
N -1.05 0.11 -0.17 -0.22
C -0.49 -1.11 0.21 -0.59
C 1.08 -0.96 0.39 -0.49
N 1.30 0.08 -0.56 0.06
C 1.30 1.28 -0.24 -0.09
H -2.14 1.54 -0.58 0.28
H -3.01 0.09 0.33 0.27
H -0.67 -1.80 -0.59 0.33
H -0.95 -1.29 1.15 0.49
H 1.26 -0.47 1.42 0.26
H 1.80 -1.79 0.34 0.33
H 1.15 -0.15 -1.44 0.21
H 1.22 2.10 -1.00 0.27
H 1.33 1.72 0.78 0.28
```

Computed properties:
Orbital gap in hartree: 0.321
Energy above the lowest of the compared OMol25 structures with the same formula, charge and spin in kJ/mol: 368.6
Max |F| in hartree/bohr: 0.099
Total charge: +1
Lowest unoccupied orbital energy in eV: -4.7
E_tot in Eh: -266.95890

---

Here is a cluster of 2 separate species, C4H9N2 in total in a non-equilibrium geometry from OMol25. Energies are from ωB97M-V/def2-TZVPD.

Geometry as XYZ:
```
15
Properties=species:S:1:pos:R:3:mulliken_charge:R:1
C -2.65 -0.52 0.01 0.35
C -2.06 0.70 -0.07 -0.58
C 1.24 0.41 0.13 0.17
C 2.59 -0.08 0.28 -1.09
N 0.24 -0.21 -0.39 -0.50
N -3.01 -1.60 0.08 0.01
H -2.20 1.31 0.91 0.33
H -2.17 1.34 -0.94 0.34
H 1.08 1.34 0.48 0.40
H 3.21 0.23 -0.73 0.27
H 2.60 -1.11 0.30 0.32
H 3.19 0.20 1.19 0.32
H 0.38 -1.14 -0.74 0.17
H -3.52 -2.44 0.22 0.30
H -0.97 0.49 0.03 0.19
```

Computed properties:
Orbital gap in hartree: 0.382
Energy above the lowest of the compared OMol25 structures with the same formula, charge and spin in kJ/mol: 370.9
Max |F| in hartree/bohr: 0.091
Total charge: +1
Lowest unoccupied orbital energy in eV: -3.3
E_tot in Eh: -266.95802

---

Here is a structure of composition C4H9N2 in a non-equilibrium geometry from OMol25. Energies are from ωB97M-V/def2-TZVPD.

Geometry as XYZ:
```
15
Properties=species:S:1:pos:R:3:mulliken_charge:R:1
C -0.57 1.05 0.77 0.01
C 0.56 1.63 0.06 -0.71
C 0.46 0.22 -0.63 -0.16
C -1.56 -1.21 -0.10 -0.67
N -0.74 -0.04 0.06 0.16
N 1.58 -0.68 0.43 -0.65
H -1.11 1.36 1.60 0.52
H 0.45 2.42 -0.63 0.36
H 1.50 1.88 0.42 0.31
H 0.73 -0.09 -1.71 0.40
H -2.27 -1.05 -0.98 0.30
H -2.05 -1.38 0.84 0.37
H -0.85 -2.03 -0.20 0.26
H 2.49 -0.46 0.03 0.27
H 1.38 -1.60 0.05 0.23
```

Computed properties:
Orbital gap in hartree: 0.368
Energy above the lowest of the compared OMol25 structures with the same formula, charge and spin in kJ/mol: 380.9
Max |F| in hartree/bohr: 0.121
Total charge: +1
Lowest unoccupied orbital energy in eV: -5.0
E_tot in Eh: -266.95423